Here is 12 unconnected molecules or ions with the total composition C4H29O14 from the Open Molecules 2025 dataset. Energies are from ωB97M-V with the def2-TZVPD basis set.

Computed properties:
Charge: -1
HOMO-LUMO gap (hartree): 0.3632
Relative energy (zero: lowest compared OMol25 entry of this formula, charge and spin) (kcal per mole): 24.2
Largest force on an atom (hartree/bohr): 0.0727

Positions of all 47 atoms, in Å:
O (-1.055, -1.275, 0.863)
C (-0.072, -1.222, 1.651)
O (-0.002, -0.540, 2.687)
C (1.143, -2.190, 1.239)
C (2.252, -1.318, 0.705)
C (2.659, -0.186, 1.595)
O (3.955, 0.323, 1.130)
H (1.533, -2.816, 2.031)
H (0.598, -2.994, 0.668)
H (3.098, -1.900, 0.460)
H (1.893, -1.041, -0.275)
H (2.041, 0.818, 1.532)
H (2.817, -0.428, 2.722)
H (3.969, 0.311, 0.152)
H (-2.667, -2.058, -1.009)
H (-3.135, -2.923, 0.269)
O (-3.325, -2.675, -0.646)
H (-1.587, 2.595, 0.913)
H (-1.081, 3.341, 2.099)
O (-1.900, 3.052, 1.724)
H (-2.707, -0.348, -0.976)
H (-1.298, -0.924, -0.604)
O (-1.858, -0.521, -1.386)
H (0.976, 2.539, 3.080)
H (0.244, 1.094, 2.881)
O (0.318, 2.067, 2.568)
H (-2.898, 0.908, 1.073)
H (-2.599, -0.532, 0.988)
O (-3.301, 0.103, 0.772)
H (-0.985, 3.103, -2.000)
H (0.155, 3.618, -1.074)
O (-0.556, 3.886, -1.676)
H (-1.520, 0.877, -2.331)
H (-2.707, 1.899, -2.606)
O (-1.792, 1.715, -2.757)
H (-0.472, 1.127, -0.437)
H (0.213, 1.405, 0.927)
O (0.299, 1.499, -0.055)
H (-0.142, -3.490, -0.863)
H (-1.201, -3.193, -1.797)
O (-0.468, -3.802, -1.749)
H (0.072, -1.496, -3.076)
H (1.282, -1.960, -2.216)
O (1.016, -1.460, -2.958)
H (2.241, 1.424, -1.145)
H (3.426, 1.849, -1.991)
O (3.127, 1.738, -1.102)

---

Here is a single C5H14P2 molecule from the Open Molecules 2025 dataset. Energies are from ωB97M-V with the def2-TZVPD basis set.

Computed properties:
Charge: 0
SMILES: CC(C)(C)PCP
HOMO-LUMO gap (hartree): 0.3677
Relative energy (zero: lowest compared OMol25 entry of this formula, charge and spin) (kcal per mole): 50.3
Largest force on an atom (hartree/bohr): 0.0965

Positions of all 21 atoms, in Å:
C (-1.646, -0.727, -1.429)
C (-0.107, 1.136, -1.540)
C (0.556, -1.061, -0.600)
C (0.432, 0.183, 1.923)
C (-0.564, -0.041, -0.657)
P (2.073, 1.173, 1.713)
P (-1.148, 0.662, 0.951)
H (-2.075, -1.584, -0.812)
H (-2.535, -0.074, -1.539)
H (-1.409, -0.923, -2.408)
H (0.215, 0.730, -2.405)
H (0.615, 1.601, -0.983)
H (-0.991, 1.799, -1.748)
H (1.678, -0.775, -0.510)
H (0.450, -1.871, 0.336)
H (0.582, -1.540, -1.523)
H (0.623, -0.837, 1.722)
H (0.195, 0.396, 2.937)
H (1.884, 2.163, 2.769)
H (2.833, 0.147, 2.543)
H (-1.660, -0.557, 1.258)

---

Here is 2 unconnected molecules or ions with the total composition CH12O4Si4 from the Open Molecules 2025 dataset. Energies are from ωB97M-V with the def2-TZVPD basis set.

Computed properties:
Charge: 0
HOMO-LUMO gap (hartree): 0.2594
Relative energy (zero: lowest compared OMol25 entry of this formula, charge and spin) (kcal per mole): 59.7
Largest force on an atom (hartree/bohr): 0.0642

Positions of all 21 atoms, in Å:
C (-3.146, -0.622, -0.185)
O (1.622, 1.514, -2.294)
O (-1.196, 0.875, 1.738)
O (1.928, 1.172, 1.738)
O (0.302, -2.278, -0.956)
Si (2.928, 1.398, -1.233)
Si (-1.675, -0.596, 1.202)
Si (1.951, 0.070, 0.577)
Si (0.346, -1.702, 0.544)
H (-3.242, -1.415, -0.921)
H (-4.046, -0.753, 0.423)
H (-3.073, 0.379, -0.549)
H (0.714, 1.063, -1.804)
H (-0.750, 1.373, 1.002)
H (1.662, 1.238, 2.668)
H (0.270, -1.532, -1.568)
H (3.727, 0.356, -1.951)
H (3.521, 2.722, -1.035)
H (-2.564, -0.904, 2.460)
H (-0.290, 0.431, -1.137)
H (1.011, -2.790, 1.281)